Entry 1:
{
  "formula": "C22H55Cl3N3O7P2",
  "method": "ωB97M-V/def2-TZVPD",
  "lumo_energy_ev": -3.524,
  "total_charge": 1,
  "orbital_gap_ev": 6.64,
  "species": ["C", "C", "Cl", "C", "Cl", "P", "C", "P", "O", "Cl", "H", "H", "H", "H", "H", "H", "H", "H", "H", "H", "C", "O", "C", "C", "N", "C", "C", "O", "C", "H", "H", "H", "H", "H", "H", "H", "H", "H", "H", "H", "H", "H", "H", "H", "C", "O", "C", "C", "N", "C", "C", "O", "C", "H", "H", "H", "H", "H", "H", "H", "H", "H", "H", "H", "H", "H", "H", "H", "C", "O", "C", "C", "N", "C", "C", "O", "C", "H", "H", "H", "H", "H", "H", "H", "H", "H", "H", "H", "H", "H", "H", "H"],
  "xyz": [[2.6883, -3.0148, 2.8450], [2.2800, -3.2919, 1.4054], [3.7207, -3.7014, 0.4346], [1.4738, -2.1117, 0.8091], [-0.2453, -2.5353, 0.6424], [2.0170, -1.4155, -0.8071], [2.0593, -2.6156, -2.1474], [3.8575, -0.0842, -0.8372], [3.1073, 1.2637, -0.3753], [4.7524, -0.6174, 0.9021], [3.3272, -3.8137, 3.2106], [1.8014, -2.9768, 3.4751], [3.2270, -2.0739, 2.9332], [1.6239, -4.1564, 1.3934], [1.4968, -1.2841, 1.5188], [1.0012, -0.5173, -1.1673], [2.9954, -2.4838, -2.6891], [2.0017, -3.6254, -1.7645], [1.2419, -2.3869, -2.8240], [3.0573, 1.3843, 0.5776], [-2.6833, 1.3116, -7.2610], [-3.5151, 0.7718, -6.2528], [-3.8175, -0.6077, -6.4043], [-3.2212, -1.4110, -5.2714], [-1.7645, -1.4347, -5.3444], [-1.1121, -2.0020, -4.1762], [-1.2867, -1.2718, -2.8484], [-0.6150, -0.0250, -2.7709], [-1.3059, 1.0745, -3.3622], [-2.6357, 2.3861, -7.0967], [-1.6660, 0.9040, -7.2234], [-3.0949, 1.1269, -8.2569], [-3.4655, -0.9785, -7.3709], [-4.9047, -0.7164, -6.3740], [-3.5918, -2.4385, -5.3289], [-3.5946, -0.9732, -4.3345], [-1.4228, -0.4951, -5.4973], [-0.0418, -2.0646, -4.3988], [-1.4705, -3.0291, -4.0498], [-0.8391, -1.8748, -2.0513], [-2.3449, -1.1586, -2.5914], [-2.3865, 0.9535, -3.3040], [-1.0109, 1.2124, -4.4045], [-1.0265, 1.9744, -2.8169], [-6.7061, 2.9677, 1.7017], [-6.7464, 1.7835, 0.9309], [-7.9068, 1.6499, 0.1178], [-7.5483, 1.7015, -1.3494], [-7.0762, 3.0238, -1.7302], [-6.5362, 3.1191, -3.0812], [-5.3009, 2.2968, -3.4229], [-4.1189, 2.7068, -2.7513], [-3.9510, 2.1857, -1.4467], [-5.8462, 2.8919, 2.3650], [-6.5951, 3.8645, 1.0819], [-7.6079, 3.0763, 2.3107], [-8.6355, 2.4275, 0.3625], [-8.3577, 0.6788, 0.3381], [-8.4386, 1.4614, -1.9380], [-6.8060, 0.9109, -1.5343], [-6.3749, 3.3289, -1.0688], [-6.2990, 4.1685, -3.2695], [-7.3279, 2.8442, -3.7850], [-5.0953, 2.4286, -4.4875], [-5.4625, 1.2227, -3.2636], [-4.3984, 1.1923, -1.3443], [-4.3721, 2.8468, -0.6851], [-2.8792, 2.1086, -1.2585], [7.2107, -1.9137, 8.1420], [7.8197, -1.6864, 6.8855], [7.2433, -2.4010, 5.8061], [6.6039, -1.4515, 4.8171], [5.4337, -0.8004, 5.3895], [4.8719, 0.2683, 4.5771], [5.7286, 1.4968, 4.2891], [5.9831, 2.2942, 5.4187], [7.1153, 1.9304, 6.1908], [7.8213, -1.4124, 8.8896], [6.1930, -1.5098, 8.1904], [7.1747, -2.9810, 8.3776], [6.5117, -3.1279, 6.1714], [8.0437, -2.9482, 5.3005], [6.2942, -2.0207, 3.9325], [7.3776, -0.7388, 4.4998], [5.6737, -0.4320, 6.3009], [3.9591, 0.6113, 5.0714], [4.5667, -0.1676, 3.6187], [5.1657, 2.1323, 3.5970], [6.6689, 1.2358, 3.7861], [7.9108, 1.5165, 5.5656], [6.8649, 1.2083, 6.9727], [7.4833, 2.8345, 6.6727]],
  "atomic_forces_ev_per_a": [[0.0, 0.0, -0.1], [-0.3, 0.1, 0.4], [0.1, -0.1, -0.2], [0.1, 0.1, 0.1], [-0.1, -0.1, 0.0], [-0.1, -0.3, 0.1], [0.1, 0.2, -0.1], [0.1, 0.2, -0.2], [0.1, 0.0, -0.3], [0.1, 0.0, 0.1], [0.0, 0.0, 0.0], [-0.1, 0.1, 0.0], [0.1, 0.0, 0.0], [0.1, -0.2, -0.2], [0.1, 0.1, 0.0], [0.0, 0.1, 0.1], [0.1, -0.1, 0.0], [-0.1, -0.2, 0.0], [-0.1, -0.1, 0.0], [-0.1, 0.2, 0.3], [-0.1, 0.0, 0.0], [0.1, 0.0, 0.1], [-0.1, 0.0, 0.0], [0.1, 0.0, 0.0], [-0.1, 0.1, 0.1], [0.0, 0.0, -0.1], [0.1, -0.1, 0.1], [0.1, 0.0, 0.0], [0.2, 0.1, 0.0], [0.0, 0.0, 0.0], [0.0, 0.0, 0.0], [0.0, 0.0, 0.0], [0.0, 0.0, 0.0], [0.0, 0.0, 0.0], [0.0, 0.0, 0.0], [-0.1, 0.0, 0.0], [0.0, 0.0, 0.0], [0.0, 0.0, 0.0], [0.0, 0.0, 0.0], [-0.1, -0.1, -0.1], [0.0, 0.1, 0.0], [0.0, 0.0, 0.0], [-0.1, 0.0, 0.0], [0.0, 0.0, 0.0], [0.0, 0.0, 0.0], [0.1, 0.1, -0.1], [-0.1, -0.1, 0.1], [0.1, 0.1, 0.0], [0.1, -0.1, 0.0], [-0.1, 0.1, 0.1], [0.0, 0.0, -0.2], [0.0, -0.1, 0.1], [0.1, 0.2, -0.1], [0.0, 0.0, 0.0], [0.0, 0.0, 0.0], [0.0, 0.0, 0.0], [0.0, 0.0, 0.0], [0.0, 0.0, 0.0], [0.0, 0.0, 0.0], [-0.1, 0.0, 0.0], [0.0, 0.0, 0.0], [0.0, 0.0, 0.0], [0.0, 0.0, 0.0], [0.0, 0.0, 0.0], [0.0, 0.0, 0.1], [0.0, 0.0, 0.0], [-0.1, -0.1, 0.0], [0.0, 0.0, 0.0], [0.1, 0.0, 0.0], [-0.1, 0.1, 0.0], [0.1, -0.1, 0.0], [0.0, 0.1, 0.0], [0.1, 0.0, 0.0], [-0.1, -0.1, 0.1], [0.0, 0.1, -0.2], [0.0, 0.0, 0.1], [0.0, 0.1, 0.0], [0.0, 0.0, 0.0], [0.0, 0.0, 0.0], [0.0, 0.0, 0.0], [0.0, 0.0, 0.0], [0.0, 0.0, 0.0], [0.0, 0.0, 0.0], [0.0, 0.0, 0.0], [0.0, 0.0, 0.0], [0.0, 0.0, 0.0], [0.0, 0.0, 0.0], [0.0, 0.0, 0.0], [0.0, -0.1, 0.0], [0.0, 0.0, 0.0], [0.0, -0.1, 0.0], [0.0, 0.0, 0.0]]
}


Entry 2:
{
  "formula": "C22H55ClF3O7P2",
  "method": "ωB97M-V/def2-TZVPD",
  "lumo_energy_ev": -4.534,
  "total_charge": 1,
  "orbital_gap_ev": 6.00,
  "species": ["O", "P", "Cl", "P", "C", "O", "C", "F", "F", "F", "H", "H", "H", "H", "H", "C", "C", "O", "C", "C", "H", "H", "H", "H", "H", "H", "H", "H", "H", "H", "C", "C", "O", "C", "C", "H", "H", "H", "H", "H", "H", "H", "H", "H", "H", "C", "C", "O", "C", "C", "H", "H", "H", "H", "H", "H", "H", "H", "H", "H", "C", "C", "O", "C", "C", "H", "H", "H", "H", "H", "H", "H", "H", "H", "H", "C", "C", "O", "C", "C", "H", "H", "H", "H", "H", "H", "H", "H", "H", "H"],
  "xyz": [[-5.6362, 1.1801, 0.1723], [-6.5912, 2.1256, -0.7839], [-7.0568, 3.7340, 0.4015], [-8.4266, 0.8780, -1.0653], [-10.0044, 1.8607, -1.2334], [-10.3834, 2.5703, -0.0818], [-10.9404, 1.7966, 0.8834], [-11.4931, 2.5960, 1.7414], [-10.0016, 1.1261, 1.5404], [-11.8603, 0.9907, 0.4425], [-6.2097, 0.5468, 0.6348], [-8.5167, -0.0667, -0.0185], [-8.2402, 0.2178, -2.3000], [-10.7725, 1.1940, -1.6408], [-9.8113, 2.6098, -2.0084], [-2.9144, 3.2814, -0.6058], [-2.3023, 2.0093, -1.1712], [-1.1462, 2.2312, -1.9459], [-0.0460, 2.8246, -1.2713], [0.4838, 1.9897, -0.1188], [-3.0821, 4.0133, -1.3982], [-3.8658, 3.0592, -0.1187], [-2.2646, 3.7458, 0.1367], [-3.0240, 1.5348, -1.8411], [-2.0966, 1.2867, -0.3730], [-0.3037, 3.8359, -0.9372], [0.7381, 2.9364, -2.0202], [-0.2394, 1.9233, 0.6969], [1.3950, 2.4329, 0.2826], [0.7030, 0.9730, -0.4470], [5.5496, 1.2230, 1.2601], [4.1086, 0.9509, 1.6573], [3.5093, -0.1085, 0.9348], [4.1117, -1.3855, 1.0810], [4.0902, -1.9081, 2.5074], [5.6305, 1.3602, 0.1807], [5.9179, 2.1197, 1.7601], [6.2054, 0.3957, 1.5365], [3.5089, 1.8370, 1.4419], [4.0263, 0.7735, 2.7356], [5.1316, -1.3738, 0.6819], [3.5393, -2.0635, 0.4472], [4.7231, -1.3108, 3.1667], [4.4556, -2.9351, 2.5390], [3.0768, -1.8806, 2.9113], [2.5450, -2.2515, -3.8806], [3.6200, -2.2070, -2.8078], [3.6281, -3.3430, -1.9623], [3.8765, -4.5905, -2.5879], [5.2357, -4.6745, -3.2605], [1.5672, -2.4436, -3.4356], [2.5092, -1.3043, -4.4202], [2.7361, -3.0418, -4.6089], [3.4353, -1.3510, -2.1559], [4.6099, -2.0534, -3.2514], [3.0738, -4.8297, -3.2947], [3.8254, -5.3384, -1.7953], [5.3029, -4.0027, -4.1178], [5.4204, -5.6878, -3.6191], [6.0287, -4.3976, -2.5645], [11.1679, -3.3888, -2.9931], [9.7286, -3.6579, -2.5877], [9.1213, -4.7138, -3.3097], [9.7179, -5.9910, -3.1728], [9.7049, -6.5204, -1.7487], [11.2424, -3.2487, -4.0724], [11.5415, -2.4945, -2.4929], [11.8235, -4.2186, -2.7230], [9.1297, -2.7702, -2.7972], [9.6524, -3.8382, -1.5094], [10.7356, -5.9829, -3.5782], [9.1363, -6.6620, -3.8062], [10.3458, -5.9290, -1.0925], [10.0655, -7.5494, -1.7240], [8.6947, -6.4901, -1.3370], [-9.3814, 3.7753, 3.8433], [-7.9874, 3.4650, 4.3609], [-7.1437, 4.5961, 4.4270], [-7.5648, 5.6411, 5.2920], [-7.6676, 5.2222, 6.7480], [-9.3265, 4.3122, 2.8933], [-9.9473, 2.8548, 3.6995], [-9.9387, 4.4011, 4.5412], [-7.5016, 2.7677, 3.6734], [-8.0322, 2.9622, 5.3329], [-8.5091, 6.0704, 4.9401], [-6.8136, 6.4256, 5.1995], [-8.4693, 4.4982, 6.9047], [-7.8768, 6.0881, 7.3764], [-6.7373, 4.7606, 7.0815]],
  "atomic_forces_ev_per_a": [[-1.9, 0.0, -0.7], [2.3, 1.3, -0.3], [-0.4, -0.9, -0.1], [-0.5, 0.1, 0.9], [0.1, 0.2, -0.6], [0.4, -0.5, -1.0], [-0.2, 1.4, 1.0], [-0.6, 1.0, 0.7], [0.8, -1.1, 0.0], [-0.5, -1.3, -0.8], [0.7, 0.0, 0.6], [-0.3, -0.1, -0.5], [0.0, 0.0, 0.4], [0.0, 0.0, 0.3], [0.1, -0.1, 0.1], [0.2, 0.1, 0.0], [-0.1, 0.0, 0.1], [-0.1, 0.0, -0.2], [0.2, 0.0, 0.1], [-0.2, -0.1, 0.1], [0.0, 0.0, 0.0], [0.0, 0.0, 0.1], [-0.1, 0.0, 0.1], [0.1, 0.0, -0.1], [0.0, 0.1, 0.1], [0.0, 0.0, 0.0], [-0.1, 0.0, -0.1], [0.1, 0.0, 0.0], [0.0, 0.0, 0.0], [0.1, 0.0, 0.0], [0.1, -0.2, 0.0], [0.1, 0.1, 0.0], [-0.2, 0.1, -0.1], [0.0, -0.2, 0.0], [0.1, 0.2, 0.1], [0.0, 0.1, 0.0], [0.0, 0.0, 0.0], [0.0, 0.0, 0.0], [-0.1, -0.1, -0.1], [0.1, 0.0, 0.0], [0.0, 0.0, 0.1], [0.0, 0.1, -0.1], [0.0, -0.1, 0.0], [0.0, 0.0, 0.0], [0.0, -0.1, -0.1], [0.0, -0.2, -0.1], [0.0, 0.1, -0.1], [-0.1, 0.0, 0.3], [0.1, -0.1, -0.1], [0.0, 0.2, -0.1], [0.0, 0.1, 0.0], [0.0, 0.0, 0.0], [0.0, 0.1, 0.0], [0.0, -0.1, 0.1], [0.0, 0.0, -0.1], [0.0, 0.0, -0.1], [-0.1, 0.1, 0.1], [0.0, -0.1, 0.0], [0.0, 0.0, 0.0], [0.0, -0.1, 0.0], [0.1, -0.2, 0.0], [0.1, 0.1, 0.0], [-0.2, 0.0, -0.1], [0.0, -0.1, 0.1], [0.1, 0.2, 0.1], [0.0, 0.1, 0.0], [0.0, 0.0, 0.0], [0.0, 0.0, 0.0], [-0.1, -0.1, -0.1], [0.1, 0.0, 0.0], [0.0, 0.0, 0.1], [-0.1, 0.1, -0.1], [0.0, -0.1, 0.0], [0.0, 0.0, 0.0], [0.0, 0.0, -0.1], [0.0, 0.1, 0.1], [-0.1, 0.0, 0.0], [0.2, 0.0, -0.2], [0.0, 0.1, 0.2], [-0.1, -0.2, 0.0], [0.0, 0.0, 0.0], [0.0, 0.0, 0.1], [0.0, 0.0, 0.0], [0.1, 0.1, 0.0], [-0.1, 0.0, 0.0], [0.0, 0.0, 0.0], [0.1, -0.1, -0.1], [0.0, 0.1, 0.0], [0.0, 0.0, 0.0], [0.0, 0.1, 0.0]]
}


Entry 3:
{
  "formula": "C22H56BaNO10",
  "method": "ωB97M-V/def2-TZVPD",
  "spin_multiplicity": 2,
  "lumo_energy_ev": [0.135, 0.225],
  "s_squared": 0.750,
  "total_charge": 0,
  "orbital_gap_ev": [3.72, 8.79],
  "species": ["Ba", "O", "C", "O", "O", "H", "C", "C", "O", "H", "H", "H", "H", "H", "H", "C", "C", "O", "H", "H", "H", "H", "H", "H", "C", "C", "O", "H", "H", "H", "H", "H", "H", "C", "C", "O", "H", "H", "H", "H", "H", "H", "C", "C", "O", "H", "H", "H", "H", "H", "H", "C", "C", "O", "H", "H", "H", "H", "H", "H", "C", "C", "C", "C", "C", "C", "N", "O", "C", "C", "C", "H", "H", "H", "H", "H", "H", "H", "H", "H", "H", "H", "H", "H", "H", "H", "H", "H", "H", "H"],
  "xyz": [[3.5070, 2.2528, -0.6555], [-0.6154, 0.1407, -0.8598], [0.5887, 0.7679, -0.7886], [1.0461, 1.3275, -1.7739], [1.2635, 0.6651, 0.2590], [-0.5686, -0.2194, 0.0288], [2.6130, -2.0712, -4.3338], [1.5198, -1.0320, -4.4381], [2.1765, 0.2002, -4.7731], [3.3755, -1.9746, -3.5610], [3.0474, -2.1857, -5.3269], [2.1481, -2.9932, -3.9847], [0.9100, -1.0426, -3.5347], [0.8194, -1.2528, -5.2436], [1.4633, 0.8303, -4.8993], [3.9576, -1.9854, 1.8935], [3.9558, -1.3682, 0.5104], [4.6415, -0.1514, 0.5934], [4.9229, -2.1054, 2.3853], [3.4075, -2.9188, 2.0127], [3.3733, -1.3860, 2.5916], [2.9469, -1.1942, 0.1364], [4.4839, -2.0383, -0.1680], [5.4292, -0.2495, 1.1333], [-1.5986, 0.6490, -5.7389], [-1.2839, 1.2497, -4.4252], [-0.0213, 1.8356, -4.3406], [-2.4732, 0.0072, -5.6322], [-0.7896, 0.0076, -6.0886], [-1.7881, 1.4361, -6.4688], [-1.0924, 0.4148, -3.7511], [-2.0876, 1.8031, -3.9395], [0.2188, 1.7796, -3.4128], [-0.2264, 4.0320, 0.8281], [0.7547, 5.0745, 0.3208], [2.0172, 4.4794, 0.2275], [-0.4924, 3.3322, 0.0359], [-1.1737, 4.4904, 1.1119], [0.1654, 3.4932, 1.6908], [0.8214, 5.8247, 1.1088], [0.4519, 5.5490, -0.6126], [2.6477, 5.2029, 0.2034], [2.3369, 2.1431, 4.2614], [3.2183, 1.3851, 3.2542], [3.6524, 2.3346, 2.2500], [2.9327, 2.9551, 4.6784], [2.1225, 1.5726, 5.1651], [1.3820, 2.5521, 3.9310], [2.6856, 0.5549, 2.7905], [4.1148, 0.9317, 3.6770], [3.8449, 3.1589, 2.7028], [-5.0116, 1.6920, -2.3032], [-3.6864, 1.7102, -1.6280], [-3.0580, 0.5181, -1.8524], [-5.5769, 0.7889, -2.0729], [-4.9953, 1.7231, -3.3926], [-5.5599, 2.5877, -2.0112], [-3.8491, 1.7378, -0.5505], [-3.0350, 2.5491, -1.8728], [-2.2301, 0.4775, -1.3681], [-0.5192, -4.0403, 2.1207], [-0.7263, -2.9071, 1.1186], [-2.1209, -3.0564, 0.4134], [-3.3340, -2.7080, 1.2888], [-3.2037, -1.2501, 1.8599], [-1.8418, -1.0470, 2.6160], [-0.7059, -1.5717, 1.7772], [0.5650, -1.2278, 2.3192], [-1.7113, 0.5007, 2.8096], [-1.8732, -1.7366, 4.0510], [0.3902, -2.9739, 0.0669], [-1.4837, -4.4736, 2.3854], [0.1154, -3.7820, 2.9685], [-0.1200, -4.9351, 1.6432], [-2.1685, -2.3711, -0.4329], [-2.1901, -4.0436, -0.0435], [-3.5616, -3.4444, 2.0595], [-4.2487, -2.6053, 0.7050], [-4.0565, -1.0144, 2.4966], [-3.2956, -0.5235, 1.0526], [-0.8228, 0.8918, 3.3053], [-1.7649, 0.9630, 1.8239], [-2.5365, 0.8071, 3.4523], [-2.1128, -2.7998, 4.0349], [-0.8868, -1.6637, 4.5090], [-2.6193, -1.2520, 4.6808], [0.3922, -2.0938, -0.5762], [0.3321, -3.8558, -0.5711], [1.3848, -3.0683, 0.5028], [0.9740, -0.7664, 1.5834]],
  "atomic_forces_ev_per_a": [[-0.7, -0.4, 0.5], [1.1, 0.7, 0.3], [1.0, -0.3, -0.3], [0.0, 1.4, -2.1], [0.0, -0.5, 1.6], [-1.2, -1.2, 1.2], [-0.7, -0.9, 0.0], [1.1, 0.4, -0.2], [-0.2, -0.7, 0.6], [0.1, 1.0, -0.2], [0.3, -0.3, 0.2], [-0.2, -0.4, -0.6], [0.1, 0.6, 0.4], [0.1, -0.5, -0.2], [-0.3, 0.7, 0.0], [-1.3, -0.2, 1.1], [0.4, -1.5, 0.8], [0.0, 1.7, -0.7], [0.3, 0.0, -0.5], [0.3, -0.4, -0.6], [0.1, 0.5, -0.1], [0.1, 0.1, 0.1], [-0.1, -0.1, -0.3], [0.1, 0.0, 0.0], [-0.3, 0.3, -0.8], [0.4, -2.2, 2.1], [0.7, 1.8, -1.2], [-0.2, 0.2, -0.1], [0.1, 0.2, 0.0], [-0.1, -0.2, -0.3], [-1.1, -0.6, 0.3], [-0.1, 0.5, -0.5], [0.5, 0.1, 0.5], [-0.5, 0.0, -0.6], [-1.2, 0.1, 1.3], [0.9, -0.7, -0.5], [0.2, -0.3, 0.0], [0.0, 0.2, 0.1], [0.1, 0.0, -0.1], [-0.1, 0.4, -0.1], [-0.1, -0.1, -0.1], [0.7, 0.1, -0.1], [0.7, -0.4, 0.9], [-0.7, 0.7, 0.0], [-0.3, -0.7, -0.5], [0.0, 0.4, -0.2], [-0.1, -0.5, -0.2], [0.2, -0.2, -0.6], [-0.2, 0.4, -0.4], [0.0, 0.2, 0.5], [0.1, 0.2, 0.0], [-0.8, 0.7, -0.7], [-0.2, 0.2, 1.2], [0.5, -1.9, -0.9], [0.0, 0.1, 0.4], [0.5, 0.0, -0.1], [-0.3, -0.1, 0.1], [-0.3, 0.7, 0.4], [-0.2, 0.4, -0.4], [0.2, 0.0, -0.1], [-0.5, -1.1, -0.3], [-0.4, 0.0, 0.4], [0.2, 0.6, 0.2], [-0.2, 1.4, 0.1], [1.3, -1.3, 0.2], [0.1, -0.2, 1.0], [-0.9, 1.3, -1.3], [-0.6, -1.0, 0.7], [0.2, -0.8, 0.0], [0.1, 0.3, -1.0], [0.3, 0.2, -0.1], [-0.2, 0.5, 0.9], [-0.2, 0.1, 0.0], [0.7, 0.2, -0.3], [0.3, 0.2, -0.1], [0.0, -0.2, 0.3], [0.3, 0.1, 0.2], [0.1, -0.6, -0.4], [0.2, -0.2, 0.4], [0.3, -0.1, -0.3], [0.3, -0.5, -0.1], [-0.2, 0.2, 0.0], [-0.3, 0.1, -0.3], [-0.1, 0.0, -0.3], [0.0, 0.2, 0.0], [0.1, 0.1, 0.0], [-0.1, 0.0, -0.1], [-0.5, -0.1, 0.0], [0.0, 0.2, 0.4], [0.2, 0.7, -0.3]]
}


Number 1: E_tot -98644.420 eV. Number 2: E_tot -77281.705 eV. Number 3: E_tot -46379.502 eV.